[1]
151
Properties=species:S:1:pos:R:3:forces:R:3 method="wB97M-V/def2-TZVPD" total_charge=+1 homo_lumo_gap_ha=0.2461 de_lowest_ev=7.481 homo_ev=-11.29
C 8.837 -2.335 0.354 0.01 -0.33 -0.15
C 7.370 -2.555 -0.342 0.02 -0.61 2.73
O 7.503 -3.316 -1.601 -3.06 2.20 -2.40
B 6.554 -2.849 -2.634 5.21 0.52 -0.82
O 7.077 -2.237 -3.899 -1.91 -0.16 3.82
P 4.612 -2.999 -2.479 -1.01 1.03 1.74
C 3.937 -1.228 -2.756 -0.04 1.99 -0.36
C 3.546 -0.417 -1.385 -1.10 0.23 -0.25
C 3.294 1.185 -1.771 0.65 3.46 -5.15
O 3.588 1.684 -3.001 -1.57 -3.95 8.73
O 2.709 2.139 -0.780 -0.07 -3.74 -2.38
C 4.216 -3.750 -0.768 -0.75 -0.71 0.59
C 2.640 -4.121 -0.516 -2.21 -6.01 4.59
O 2.376 -5.212 0.254 2.02 7.30 -5.12
O 1.469 -3.371 -0.994 2.05 -0.39 2.61
C 0.603 -3.065 0.180 -0.82 5.32 4.92
C -0.604 -4.065 0.727 0.86 -0.52 -0.66
O 0.767 -1.902 0.858 -0.24 -7.65 -5.51
P 3.795 -4.213 -4.158 0.29 -0.17 -4.01
N 4.392 -3.651 -5.555 -0.54 -1.60 1.87
H 8.713 -1.793 1.401 0.10 -1.04 -2.38
H 9.548 -1.715 -0.370 -1.55 -1.39 1.66
H 9.310 -3.404 0.588 -1.03 2.40 -0.72
H 6.752 -3.260 0.397 1.27 1.76 -1.41
H 6.811 -1.530 -0.448 1.04 -1.79 -0.07
H 7.018 -1.236 -3.840 0.17 -1.63 -0.34
H 4.805 -0.610 -3.285 -1.91 -1.47 0.92
H 3.000 -1.197 -3.473 2.02 -0.34 1.37
H 4.346 -0.545 -0.538 -1.63 0.50 -1.57
H 2.494 -0.834 -1.036 2.26 0.89 -0.31
H 1.766 1.812 -0.585 1.91 0.52 -0.19
H 4.594 -3.084 0.126 -0.92 -1.09 -1.75
H 4.821 -4.776 -0.695 -1.48 2.18 -0.17
H -1.646 -3.665 0.325 2.26 -0.78 0.96
H -0.556 -4.063 1.917 -0.12 0.28 -2.76
H -0.415 -5.176 0.349 -0.42 2.56 0.72
H 4.045 -5.626 -3.951 -0.33 0.91 0.65
H 2.363 -4.008 -4.126 0.80 -0.07 0.83
H 4.857 -4.458 -6.029 -0.15 1.02 0.38
O -1.556 -1.624 4.974 1.04 1.85 -0.52
C -1.038 -0.621 4.486 -0.97 -0.97 0.68
O -0.705 0.426 5.274 0.07 -0.68 0.31
C 0.070 1.560 4.840 -0.18 0.32 -0.12
C -0.816 2.602 4.185 -0.13 -0.07 -0.14
C -0.851 -0.502 3.003 0.56 -0.37 -0.27
H 0.900 1.248 4.200 -0.13 -0.07 -0.04
H 0.520 1.989 5.741 -0.17 -0.34 -0.01
H -1.300 2.212 3.285 0.15 0.12 0.03
H -0.233 3.486 3.909 -0.12 -0.11 0.01
H -1.617 2.906 4.867 0.21 -0.01 -0.02
H -1.786 -0.167 2.549 0.06 0.01 0.05
H -0.589 -1.490 2.606 -0.35 0.32 0.21
H -0.041 0.165 2.712 -0.17 0.13 0.00
O 5.992 -3.139 3.373 -2.02 0.00 0.08
C 4.883 -3.304 3.879 1.44 0.16 0.04
O 3.782 -2.779 3.295 0.41 -0.04 -0.85
C 2.429 -3.067 3.696 -0.24 0.09 0.36
C 2.000 -2.165 4.835 0.09 0.03 0.21
C 4.741 -4.005 5.196 -0.07 -0.71 -0.24
H 2.305 -4.129 3.927 0.16 0.09 0.09
H 1.799 -2.866 2.823 0.37 0.04 0.03
H 2.613 -2.321 5.727 -0.12 -0.09 -0.09
H 0.954 -2.347 5.099 0.11 0.00 -0.04
H 2.115 -1.112 4.555 -0.07 -0.13 -0.07
H 4.939 -3.297 6.004 -0.03 -0.13 -0.05
H 5.477 -4.817 5.238 -0.05 0.43 0.10
H 3.768 -4.471 5.346 0.04 0.25 0.15
O 1.791 1.973 -9.726 1.04 0.01 2.16
C 2.511 2.125 -8.740 -0.95 0.14 -1.62
O 2.176 1.562 -7.557 -0.29 -0.54 -0.18
C 3.033 1.520 -6.401 -0.03 0.43 0.07
C 2.911 2.796 -5.591 0.20 0.36 -0.10
C 3.719 3.011 -8.806 0.71 -0.27 -0.25
H 4.065 1.296 -6.684 -0.08 0.11 -0.09
H 2.689 0.677 -5.793 -0.14 0.02 -0.31
H 3.231 3.670 -6.165 0.01 -0.12 -0.02
H 3.520 2.737 -4.684 -0.25 0.14 -0.47
H 1.868 2.970 -5.306 0.12 -0.14 0.02
H 3.411 4.049 -8.668 0.02 -0.04 0.04
H 4.179 2.897 -9.795 -0.33 0.15 0.15
H 4.492 2.757 -8.082 -0.13 0.16 0.13
O -2.261 4.682 2.076 -2.02 -0.92 -0.17
C -3.461 4.416 2.108 1.48 0.63 -0.18
O -3.940 3.341 1.443 0.66 -0.22 0.17
C -5.283 2.836 1.566 -0.31 0.10 -0.20
C -6.225 3.571 0.634 0.08 0.27 0.03
C -4.427 5.327 2.806 -0.14 -0.06 0.78
H -5.617 2.855 2.607 0.09 0.13 -0.06
H -5.244 1.781 1.275 0.32 0.18 0.08
H -6.285 4.636 0.879 -0.10 -0.19 -0.03
H -7.232 3.147 0.688 0.11 0.04 -0.01
H -5.870 3.505 -0.400 -0.06 -0.09 0.16
H -4.688 6.151 2.140 -0.03 -0.08 0.03
H -3.940 5.726 3.703 0.04 0.05 -0.39
H -5.333 4.829 3.149 -0.06 0.08 -0.25
O 3.393 7.182 -6.967 -2.22 -0.94 -0.14
C 2.193 6.915 -6.934 1.76 0.66 -0.18
O 1.714 5.840 -7.600 0.57 -0.26 0.14
C 0.372 5.335 -7.476 -0.25 0.08 -0.17
C -0.571 6.071 -8.409 0.00 0.24 -0.11
C 1.228 7.826 -6.237 -0.18 -0.04 0.80
H 0.037 5.355 -6.436 0.08 0.14 -0.06
H 0.411 4.280 -7.768 0.28 0.19 0.03
H -0.631 7.135 -8.164 -0.06 -0.14 0.06
H -1.577 5.646 -8.354 0.13 0.02 -0.01
H -0.215 6.005 -9.442 -0.06 -0.12 0.19
H 0.966 8.651 -6.903 0.02 -0.08 0.06
H 1.714 8.225 -5.339 0.03 0.05 -0.40
H 0.321 7.329 -5.893 -0.06 0.07 -0.23
O -7.407 6.722 0.663 -2.06 -0.85 -0.11
C -8.607 6.456 0.695 1.49 0.55 -0.23
O -9.086 5.381 0.030 0.61 -0.15 0.18
C -10.428 4.876 0.153 -0.25 0.14 -0.13
C -11.371 5.611 -0.779 -0.01 0.23 -0.10
C -9.572 7.367 1.393 -0.16 -0.05 0.80
H -10.763 4.895 1.194 0.08 0.13 -0.08
H -10.389 3.821 -0.138 0.29 0.22 0.05
H -11.431 6.676 -0.534 -0.06 -0.15 0.06
H -12.377 5.187 -0.725 0.13 0.03 0.00
H -11.015 5.545 -1.813 -0.05 -0.11 0.18
H -9.834 8.191 0.727 0.02 -0.07 0.06
H -9.086 7.766 2.290 0.02 0.06 -0.40
H -10.479 6.869 1.736 -0.05 0.07 -0.23
O -4.637 -5.666 1.359 0.08 0.98 -2.36
C -4.802 -5.343 0.183 -0.16 -0.67 2.04
O -4.132 -4.288 -0.335 0.62 0.02 0.28
C -4.108 -3.943 -1.732 -0.32 0.08 -0.09
C -5.310 -3.095 -2.100 -0.23 0.04 0.06
C -5.813 -6.050 -0.668 0.17 -0.65 -0.43
H -4.014 -4.836 -2.357 -0.11 0.02 0.12
H -3.196 -3.358 -1.890 -0.06 -0.14 0.28
H -6.248 -3.636 -1.945 0.15 0.01 -0.11
H -5.258 -2.787 -3.149 0.01 -0.04 0.12
H -5.354 -2.200 -1.471 0.12 -0.12 -0.13
H -6.802 -5.629 -0.476 0.09 -0.04 -0.02
H -5.812 -7.112 -0.398 -0.13 0.36 0.16
H -5.597 -6.009 -1.735 -0.14 0.19 0.03
O 4.701 -5.508 7.801 -2.24 -0.11 0.58
C 3.592 -5.672 8.307 1.60 0.34 -0.41
O 2.491 -5.148 7.722 0.42 -0.08 -0.56
C 1.138 -5.436 8.123 -0.22 0.12 0.27
C 0.708 -4.533 9.263 0.13 0.12 0.19
C 3.450 -6.373 9.624 -0.07 -0.81 0.06
H 1.013 -6.497 8.355 0.14 0.10 0.05
H 0.508 -5.234 7.251 0.36 0.00 0.00
H 1.322 -4.690 10.155 -0.12 -0.08 -0.08
H -0.338 -4.715 9.526 0.13 0.02 -0.06
H 0.823 -3.481 8.982 -0.10 -0.19 -0.05
H 3.648 -5.665 10.431 -0.02 -0.06 -0.07
H 4.185 -7.185 9.666 0.00 0.40 0.02
H 2.477 -6.840 9.774 -0.03 0.23 0.08

[2]
12
Properties=species:S:1:pos:R:3:forces:R:3 method="wB97M-V/def2-TZVPD" homo_lumo_gap_ha=0.4028 de_lowest_ev=2.784 homo_ev=-10.04
C -1.275 0.885 -0.070 0.07 -0.06 -0.21
C -0.573 -0.418 0.232 0.27 0.28 0.41
N 0.008 -1.448 -0.609 1.51 -0.68 0.59
C 0.882 -0.675 0.341 -0.13 0.53 1.37
C 1.804 0.350 -0.138 0.63 0.47 -0.05
N 2.579 1.175 -0.389 -0.90 -0.89 0.10
H -0.917 1.392 -0.966 0.08 -0.06 0.07
H -2.348 0.690 -0.179 0.21 0.02 -0.10
H -1.162 1.554 0.794 0.07 -0.16 -0.23
H -1.036 -0.918 1.086 -0.29 -0.10 -0.43
H 0.776 -1.342 -1.269 -1.71 0.58 -1.94
H 1.264 -1.244 1.167 0.18 0.05 0.44

[3]
64
Properties=species:S:1:pos:R:3:forces:R:3 method="wB97M-V/def2-TZVPD" homo_lumo_gap_ha=0.3568 homo_ev=-9.55
C -0.043 -2.500 3.411 0.02 0.05 -0.03
B -0.040 -1.003 2.947 -0.36 -0.54 -0.20
O -0.154 -0.049 3.937 0.32 -0.39 0.12
C 0.048 -0.472 1.388 0.15 0.74 0.44
C 1.292 -1.056 0.673 0.00 -0.44 0.19
Br 1.030 -2.954 0.243 -0.04 0.06 0.11
C 2.601 -0.922 1.477 0.45 0.14 -0.39
C 3.083 0.505 1.726 -0.06 -0.01 -0.49
Br 4.055 -1.733 0.410 0.01 0.00 0.06
N 0.268 0.990 1.554 -0.03 0.42 -0.92
C -0.922 1.696 1.580 0.03 -0.52 0.32
O -1.044 2.866 1.853 0.04 -0.20 -0.35
C -2.069 0.726 1.245 0.23 1.26 0.82
C -2.918 0.580 2.517 -0.08 -0.73 -0.08
C -4.295 1.147 2.367 -0.21 0.33 -0.25
O -4.690 1.890 1.542 0.07 0.02 0.06
Cl -5.422 0.591 3.656 0.09 -0.11 0.06
C -1.376 -0.516 0.674 0.46 0.01 -0.18
C -2.104 -1.860 0.725 -0.62 0.31 -0.32
B -3.679 -1.935 0.544 -0.16 -0.40 -0.33
O -4.255 -3.207 0.636 -0.19 0.47 0.56
O -4.495 -0.876 0.270 0.47 0.37 0.73
S -1.247 -0.148 -1.140 -0.29 -0.70 -1.27
C -0.278 1.292 -1.446 -0.15 0.67 0.42
O -0.605 -1.251 -1.818 0.43 0.08 0.45
O -2.569 0.156 -1.643 -0.06 0.27 0.49
H 0.998 -2.754 3.656 0.04 0.01 0.00
H -0.353 -3.232 2.673 -0.01 -0.08 0.05
H -0.593 -2.615 4.346 -0.08 0.01 -0.01
H 0.678 0.363 4.191 -0.23 0.46 -0.11
H 1.452 -0.590 -0.298 -0.07 0.00 -0.04
H 2.607 -1.502 2.397 -0.25 -0.13 -0.04
H 3.006 1.094 0.807 0.12 -0.30 0.29
H 4.140 0.475 1.975 -0.06 0.07 0.34
H 2.494 1.032 2.472 0.13 -0.09 0.23
H 0.951 1.448 0.961 0.32 0.01 0.40
H -2.640 1.296 0.511 -0.33 -0.44 -0.12
H -2.458 1.065 3.380 -0.02 0.07 -0.01
H -3.030 -0.469 2.802 0.00 0.02 0.05
H -1.693 -2.511 -0.050 0.08 -0.08 0.06
H -1.897 -2.390 1.655 0.11 0.08 0.04
H -4.265 -3.543 1.538 0.18 -0.37 -0.16
H -5.308 -0.916 0.791 -0.31 -0.25 -0.59
H 0.764 1.217 -1.159 0.07 -0.28 -0.19
H -0.396 1.431 -2.519 0.20 -0.11 0.02
H -0.703 2.168 -0.952 -0.14 -0.10 0.06
C 5.099 -2.136 -3.579 -0.19 0.07 -0.21
C 6.008 -2.557 -2.525 -0.04 0.01 0.05
N 6.714 -2.885 -1.682 0.04 -0.01 0.02
H 5.336 -2.639 -4.516 0.06 -0.04 0.04
H 4.070 -2.374 -3.313 0.03 -0.03 0.09
H 5.168 -1.062 -3.740 0.05 0.01 0.06
C 2.222 4.982 -1.678 -0.02 0.27 -0.18
C 2.360 3.803 -0.842 0.03 -0.04 0.02
N 2.470 2.867 -0.188 -0.23 0.31 -0.23
H 1.173 5.176 -1.892 -0.02 -0.08 0.05
H 2.638 5.855 -1.179 0.02 -0.05 0.07
H 2.744 4.842 -2.623 0.02 -0.09 0.02
C -2.073 0.291 -5.220 -0.32 -0.17 0.03
C -0.824 0.977 -4.938 0.07 -0.04 -0.14
N 0.169 1.508 -4.715 -0.01 0.07 -0.04
H -1.888 -0.621 -5.785 0.10 0.01 0.01
H -2.572 0.023 -4.288 0.08 0.04 0.06
H -2.739 0.927 -5.800 0.06 0.07 0.00

[4]
97
Properties=species:S:1:pos:R:3:forces:R:3 method="wB97M-V/def2-TZVPD" multiplicity=2 homo_lumo_gap_ha="0.2584 / 0.2827" de_lowest_ev=0.878 homo_ev="-7.04 / -7.80"
Ti -0.779 -0.196 0.305 -3.27 -1.44 -1.73
C 0.746 1.768 3.571 0.38 0.34 0.62
C 0.766 1.043 2.281 2.79 -0.20 0.81
O -0.297 0.988 1.713 -1.95 0.43 -0.37
C 1.984 0.445 1.736 0.21 0.32 0.63
C 3.173 0.566 2.490 -0.21 0.16 0.20
C 4.354 0.037 2.071 0.37 -0.35 -0.51
C 4.395 -0.649 0.827 0.50 0.24 0.61
C 3.279 -0.794 0.065 -0.49 0.20 0.07
C 2.035 -0.261 0.508 0.22 -0.04 -0.02
O 0.985 -0.438 -0.224 1.61 -0.18 -0.55
H -0.271 2.082 3.774 -0.12 0.05 0.00
H 1.393 2.646 3.535 0.03 0.00 0.04
H 1.094 1.125 4.379 0.02 0.01 0.02
H 3.140 1.089 3.439 0.01 -0.04 -0.09
H 5.244 0.136 2.682 -0.04 -0.03 -0.12
H 5.335 -1.063 0.477 -0.05 0.01 0.06
H 3.294 -1.317 -0.882 -0.03 0.01 -0.02
Se -0.950 2.280 -0.871 -0.52 0.03 0.28
P -2.768 2.156 0.349 -0.04 0.08 -0.26
Se -3.347 0.120 0.902 -0.11 0.40 -0.07
C -4.121 2.974 -0.563 -0.35 0.06 -0.08
C -5.435 2.531 -0.409 -0.02 0.08 -0.07
C -6.476 3.175 -1.072 0.09 0.01 0.02
C -6.213 4.271 -1.887 0.02 -0.05 0.05
C -4.904 4.714 -2.048 0.04 -0.11 0.09
C -3.859 4.066 -1.395 -0.20 -0.05 0.02
C -2.647 3.149 1.867 0.02 0.37 0.17
C -3.440 2.860 2.974 0.04 0.18 0.19
C -3.417 3.696 4.090 0.05 -0.04 -0.14
C -2.605 4.826 4.101 0.00 -0.06 -0.03
C -1.810 5.118 2.997 -0.07 -0.16 -0.09
C -1.831 4.280 1.884 -0.03 0.10 0.21
H -5.642 1.670 0.221 0.04 0.09 -0.07
H -7.494 2.815 -0.954 0.11 0.05 0.00
H -7.027 4.778 -2.399 0.12 -0.08 0.06
H -4.695 5.563 -2.691 0.01 -0.08 0.06
H -2.838 4.397 -1.544 0.01 -0.01 0.02
H -4.067 1.978 2.966 0.00 -0.02 0.02
H -4.040 3.465 4.949 0.07 0.01 -0.09
H -2.591 5.478 4.972 0.00 -0.10 -0.13
H -1.178 6.001 3.000 -0.05 -0.10 -0.01
H -1.209 4.498 1.024 0.02 -0.01 0.00
C -0.548 -7.462 2.179 -0.06 0.08 0.09
C -0.566 -6.373 3.227 -0.07 -0.35 0.04
C -0.935 -6.629 4.537 -0.07 -0.16 0.03
C -0.897 -5.626 5.497 -0.06 -0.16 0.09
Cl -1.363 -5.995 7.146 0.06 0.05 -0.23
C -0.499 -4.352 5.165 0.11 0.31 -0.17
C -0.139 -4.064 3.845 -0.05 -0.03 0.34
C -0.179 -5.074 2.898 0.11 0.22 -0.14
O 0.152 -4.896 1.584 0.26 0.22 -0.23
C 0.727 -3.649 1.203 -0.34 -0.48 0.25
C -0.293 -2.538 1.122 -0.93 1.10 0.36
O -1.127 -2.487 0.176 0.74 0.01 0.20
O -0.259 -1.568 1.953 0.44 -0.59 -0.64
H -0.995 -8.377 2.570 0.04 0.07 -0.01
H 0.474 -7.687 1.862 -0.05 0.05 0.06
H -1.092 -7.163 1.280 0.00 0.02 0.09
H -1.259 -7.625 4.817 0.06 0.07 0.00
H -0.474 -3.573 5.920 -0.01 -0.08 -0.09
H 0.146 -3.053 3.574 -0.07 -0.17 0.11
H 1.107 -3.802 0.203 0.14 -0.07 -0.26
H 1.541 -3.359 1.861 0.09 0.00 0.19
I 1.192 -0.247 -6.625 -0.11 -0.13 -0.32
C 1.815 0.636 -4.866 -0.01 0.15 0.36
C 3.143 0.975 -4.670 0.09 0.02 0.03
C 3.501 1.559 -3.463 0.04 0.00 -0.02
C 2.515 1.786 -2.513 -0.36 -0.12 -0.04
N 1.228 1.473 -2.703 0.50 -0.07 -0.45
C 0.889 0.901 -3.863 0.09 0.21 0.42
H 3.881 0.793 -5.442 -0.04 -0.01 0.06
H 4.530 1.837 -3.263 -0.10 -0.03 -0.02
H 2.765 2.238 -1.555 -0.07 -0.04 -0.09
H -0.163 0.651 -3.985 0.10 0.04 0.03
C -0.136 -2.862 -3.838 0.18 -0.02 -0.12
C -1.481 -3.169 -3.186 -0.13 0.13 -0.20
N -2.480 -2.109 -3.349 -0.20 0.07 -0.15
C -3.605 -2.387 -4.252 0.38 0.05 0.11
C -3.281 -2.139 -5.718 0.11 0.01 -0.17
C -2.378 -0.960 -2.621 -0.07 -0.02 -0.16
C -3.431 0.097 -2.808 -0.05 -0.17 -0.06
N -1.386 -0.749 -1.817 0.22 -0.49 0.02
H 0.591 -3.642 -3.588 -0.11 0.08 -0.04
H 0.278 -1.905 -3.506 -0.04 -0.13 -0.06
H -0.226 -2.819 -4.927 0.00 0.01 0.11
H -1.363 -3.375 -2.123 0.04 -0.05 0.16
H -1.903 -4.064 -3.642 0.01 -0.03 0.05
H -4.458 -1.797 -3.947 -0.15 0.12 0.07
H -3.882 -3.429 -4.102 -0.06 -0.08 0.01
H -2.931 -1.112 -5.869 -0.04 -0.12 0.01
H -4.164 -2.297 -6.349 0.12 0.00 0.14
H -2.494 -2.817 -6.069 -0.10 0.13 0.07
H -4.333 -0.143 -2.240 0.03 -0.03 -0.02
H -3.696 0.217 -3.862 0.04 -0.01 0.13
H -3.038 1.034 -2.437 0.08 0.17 0.10
H -0.762 -1.551 -1.878 0.04 0.17 0.24